(1)
Formula: C13H18Cl18F12N2O8S4V
Source: OMol25
Level of theory: ωB97M-V with the def2-TZVPD basis set

Last column: Mulliken charge in e.
CARTESIAN COORDINATES (ANGSTROEM)
V (-2.63, -0.06, -0.05)  0.893
C (0.46, 0.30, -2.75)  0.549
F (-0.34, -0.67, -3.15)  -0.112
F (1.52, -0.21, -2.12)  -0.208
F (0.73, 1.07, -3.79)  -0.171
S (-0.49, 1.39, -1.42)  0.935
O (0.02, 2.76, -1.39)  -0.259
O (-1.93, 1.35, -1.82)  -0.727
N (-0.64, 0.44, 0.01)  -0.112
S (0.59, 1.06, 0.85)  0.364
O (1.82, 1.27, 0.08)  0.123
O (0.14, 2.20, 1.67)  -0.621
C (0.90, -0.39, 2.04)  0.400
F (-0.11, -0.56, 2.88)  -0.196
F (1.06, -1.47, 1.37)  -0.139
F (2.09, -0.22, 2.69)  -0.193
C (-5.44, 0.29, -3.48)  0.661
F (-5.49, -0.16, -4.73)  -0.191
F (-4.76, 1.41, -3.44)  -0.167
F (-6.65, 0.45, -2.99)  -0.180
S (-4.52, -1.14, -2.35)  0.352
O (-5.20, -2.44, -2.57)  -0.461
O (-3.11, -1.06, -2.71)  -0.275
N (-4.58, -0.49, -0.71)  0.047
S (-5.91, -1.09, -0.15)  0.736
O (-7.03, -1.38, -1.02)  -0.531
O (-5.57, -2.19, 0.78)  -0.642
C (-6.50, 0.31, 1.10)  0.565
F (-6.73, 1.45, 0.45)  -0.221
F (-7.64, -0.08, 1.70)  -0.203
F (-5.55, 0.51, 2.03)  -0.214
C (3.97, -2.75, -1.03)  0.661
Cl (5.31, -2.68, -2.21)  -0.152
Cl (3.19, -4.29, -1.00)  -0.187
H (4.44, -2.46, -0.09)  0.084
H (3.18, -2.02, -1.24)  -0.375
C (0.73, 5.35, 0.67)  -0.041
Cl (0.89, 7.08, 0.78)  -0.175
Cl (2.26, 4.66, 0.20)  -0.133
H (0.53, 4.96, 1.67)  0.270
H (-0.02, 5.01, -0.05)  0.049
C (1.45, 4.64, -3.61)  0.411
Cl (-0.30, 4.77, -3.57)  -0.150
Cl (2.32, 6.02, -4.27)  -0.185
H (1.88, 4.48, -2.62)  -0.240
H (1.81, 3.80, -4.21)  0.124
C (-0.19, -1.51, 6.25)  -0.107
Cl (0.53, -2.97, 5.53)  -0.118
Cl (1.15, -0.51, 6.88)  -0.166
H (-0.72, -0.99, 5.45)  0.031
H (-0.84, -1.80, 7.08)  0.392
C (4.52, 0.73, -3.98)  -0.116
Cl (4.26, 2.08, -2.88)  -0.073
Cl (6.13, 0.00, -3.71)  -0.168
H (3.79, -0.06, -3.79)  -0.043
H (4.52, 1.06, -5.01)  0.387
C (-1.94, -3.07, 2.98)  -0.235
Cl (-2.58, -1.77, 1.90)  0.178
Cl (-2.69, -2.88, 4.57)  -0.115
H (-2.20, -4.01, 2.50)  0.376
H (-0.85, -3.00, 3.08)  0.024
C (5.01, 1.91, 0.45)  0.215
Cl (4.85, 0.16, 0.34)  -0.028
Cl (4.69, 2.42, 2.12)  -0.159
H (5.98, 2.28, 0.13)  0.428
H (4.27, 2.33, -0.23)  -0.558
C (4.09, -1.81, 4.40)  -0.073
Cl (5.68, -1.39, 3.61)  -0.143
Cl (3.31, -3.02, 3.35)  -0.170
H (4.24, -2.29, 5.36)  0.351
H (3.38, -0.99, 4.51)  0.048
C (-1.66, -4.13, -1.56)  -0.642
Cl (-3.21, -4.28, -0.72)  -0.084
Cl (-0.86, -2.65, -1.00)  0.060
H (-1.04, -5.00, -1.39)  0.418
H (-1.79, -4.07, -2.64)  0.329

Its spin multiplicity is 4. The value obtained for the energy above the lowest of the compared OMol25 structures with the same formula, charge and spin is 4.48 kJ/mol.

=====

(2)
Formula: C7H29NO7
Source: OMol25
Level of theory: ωB97M-V with the def2-TZVPD basis set

Last column: natural (NBO) charge in e.
CARTESIAN COORDINATES (ANGSTROEM)
C (2.19, 2.35, -0.61)  -0.679
C (1.94, 0.90, -0.35)  -0.222
C (2.81, -0.15, -0.68)  0.042
C (3.93, -0.02, -1.55)  -0.663
C (2.13, -1.47, -0.51)  -0.441
C (1.20, -1.82, -1.72)  -0.047
C (1.68, -3.15, -2.35)  -0.619
N (-0.23, -1.93, -1.26)  -0.870
H (2.71, 2.61, -1.54)  0.228
H (1.27, 2.95, -0.42)  0.206
H (2.87, 2.67, 0.14)  0.233
H (1.09, 0.69, 0.28)  0.166
H (4.36, 0.94, -1.85)  0.227
H (4.70, -0.55, -1.20)  0.223
H (3.79, -0.50, -2.60)  0.220
H (2.89, -2.32, -0.48)  0.211
H (1.49, -1.40, 0.46)  0.226
H (1.30, -1.02, -2.57)  0.179
H (2.59, -2.94, -3.09)  0.206
H (0.95, -3.67, -2.90)  0.212
H (2.12, -3.85, -1.65)  0.207
H (-0.27, -1.66, -0.20)  0.377
H (-0.54, -2.87, -1.36)  0.369
O (-0.66, 1.60, -2.06)  -0.908
H (0.01, 1.85, -1.50)  0.473
H (-0.59, 0.65, -1.93)  0.497
O (-0.50, 2.67, 3.66)  -0.945
H (-1.39, 2.13, 3.48)  0.489
H (-0.02, 2.44, 2.89)  0.452
O (-3.45, -1.41, 0.98)  -0.945
H (-3.89, -0.89, 1.67)  0.484
H (-2.54, -1.45, 1.12)  0.459
O (-0.66, 0.69, 1.66)  -0.924
H (0.31, 0.79, 1.76)  0.475
H (-0.97, 1.00, 0.96)  0.458
O (-1.05, -2.42, 2.16)  -0.951
H (-1.65, -1.64, 2.38)  0.475
H (-1.41, -3.18, 2.61)  0.481
O (-3.56, 1.45, 1.82)  -0.952
H (-3.32, 1.08, 1.00)  0.495
H (-3.54, 2.28, 1.77)  0.449
O (-2.69, 1.85, -0.65)  -1.018
H (-3.40, 2.39, -1.09)  0.477
H (-2.00, 1.79, -1.33)  0.488

Its SMILES is C/C=C(\C)C[C@@H](C)N.O.O.O.O.O.O.O. The value obtained for the energy above the lowest of the compared OMol25 structures with the same formula, charge and spin is 433.68 kJ/mol.

=====

(3)
Formula: C14H38F4HfN2O10S
Source: OMol25
Level of theory: ωB97M-V with the def2-TZVPD basis set

Last column: Mulliken charge in e.
CARTESIAN COORDINATES (ANGSTROEM)
Hf (2.69, 0.76, -1.43)  1.306
F (0.79, -0.30, -0.91)  -0.095
C (-0.88, 3.90, -0.18)  0.700
F (-1.37, 3.64, -1.38)  -0.209
F (-1.27, 5.09, 0.23)  -0.196
F (-1.37, 2.99, 0.66)  -0.183
S (1.02, 3.84, -0.22)  0.877
O (1.39, 4.77, -1.25)  -0.710
O (1.47, 4.26, 1.10)  -0.623
O (1.46, 2.44, -0.49)  0.162
C (0.65, -3.82, -1.64)  -0.405
O (1.78, -3.70, -2.53)  -0.563
H (0.46, -2.89, -1.11)  -0.127
H (-0.24, -4.20, -2.14)  0.376
H (0.85, -4.61, -0.90)  0.321
H (2.01, -4.59, -2.79)  0.316
C (-3.06, 0.59, -0.73)  -1.327
C (-2.87, -0.91, -0.55)  1.492
C (-4.17, -1.69, -0.56)  -0.922
O (-3.93, -2.95, 0.06)  -0.276
C (-5.10, -3.75, 0.18)  -0.812
N (-1.91, -1.36, -1.54)  -0.655
H (-3.35, 1.03, 0.22)  0.381
H (-3.80, 0.69, -1.53)  0.396
H (-2.20, 1.17, -1.07)  -0.003
H (-2.39, -0.95, 0.44)  -0.351
H (-4.65, -1.79, -1.54)  0.421
H (-4.78, -1.10, 0.12)  0.454
H (-4.92, -4.48, 0.97)  0.231
H (-5.35, -4.28, -0.75)  0.313
H (-5.98, -3.18, 0.48)  0.337
H (-1.77, -2.37, -1.51)  0.317
H (-1.00, -0.96, -1.38)  -0.067
C (0.04, -3.44, 2.44)  -1.584
C (0.54, -2.03, 2.11)  1.603
C (-0.11, -0.99, 3.01)  -0.672
O (-1.51, -1.06, 2.96)  -0.267
C (-2.14, 0.14, 3.36)  -0.779
N (2.03, -1.94, 2.08)  -0.622
H (0.55, -4.22, 1.87)  0.452
H (-1.01, -3.46, 2.17)  0.345
H (0.14, -3.79, 3.47)  0.383
H (0.31, -1.76, 1.08)  -0.871
H (0.32, -0.01, 2.75)  0.147
H (0.15, -1.13, 4.06)  0.462
H (-1.75, 1.02, 2.85)  0.234
H (-2.15, 0.28, 4.44)  0.345
H (-3.19, 0.13, 3.07)  0.288
H (2.32, -2.28, 3.00)  0.260
H (2.37, -2.70, 1.49)  0.265
C (3.18, 1.37, 1.92)  -0.476
C (4.25, 2.24, 1.27)  -0.598
O (3.97, 2.36, -0.14)  -0.382
O (2.67, 0.46, 0.94)  -0.317
H (2.32, 1.96, 2.24)  0.301
H (3.48, 0.87, 2.84)  0.631
H (5.20, 1.74, 1.48)  0.368
H (4.29, 3.23, 1.71)  0.391
H (4.17, 3.28, -0.35)  0.315
H (2.30, -0.34, 1.43)  0.398
C (1.11, 2.75, -3.85)  -0.391
C (2.51, 3.34, -3.73)  -0.463
O (3.42, 2.77, -2.78)  -0.493
O (0.96, 1.64, -2.95)  -0.276
H (0.93, 2.43, -4.88)  0.468
H (0.44, 3.55, -3.54)  0.297
H (2.35, 4.39, -3.48)  0.346
H (2.98, 3.41, -4.71)  0.511
H (4.27, 3.21, -2.79)  0.270
H (0.08, 1.29, -3.16)  0.237

Its charge is +2.

=====

Number 1: DFT total energy -13236.0177 hartree. Number 2: DFT total energy -865.3842 hartree. Number 3: DFT total energy -2263.1313 hartree.